{
  "formula": "C4H10O2",
  "method": "the ωB97M-V functional and the def2-TZVPD basis",
  "elements": ["C", "O", "C", "C", "C", "O", "H", "H", "H", "H", "H", "H", "H", "H", "H", "H"],
  "coordinates": [[-1.7603, -1.0768, 1.5567], [-0.7110, -1.2182, 0.6312], [-0.4598, -0.0078, -0.0481], [1.0109, 0.1313, -0.4454], [1.2063, 0.7338, -1.8285], [1.6150, 1.0649, 0.4616], [-1.4958, -0.3326, 2.3241], [-2.6998, -0.7536, 1.0803], [-1.9209, -2.0456, 2.0362], [-0.5443, 0.8494, 0.6309], [-1.1753, 0.1236, -0.8776], [1.5089, -0.8448, -0.3632], [2.2343, 1.0964, -1.9015], [0.5326, 1.5869, -1.9684], [1.0223, 0.0152, -2.6355], [1.6369, 0.6779, 1.3471]],
  "forces_ev_per_a": [[-0.2, 0.0, 0.2], [0.2, 0.1, 0.1], [0.1, 0.3, -0.1], [0.0, 0.0, -0.2], [0.0, 0.0, 0.0], [0.4, -0.2, 0.2], [-0.1, -0.1, -0.1], [0.2, -0.1, 0.0], [0.0, 0.1, -0.1], [-0.7, -0.1, 0.0], [0.3, -0.1, 0.1], [-0.1, 0.1, -0.1], [-0.1, -0.1, -0.1], [0.1, -0.1, 0.0], [0.0, 0.1, 0.3], [0.0, 0.0, -0.2]],
  "energy_ha": -308.84985,
  "de_lowest_kj_mol": 126.8,
  "homo_lumo_gap_ha": 0.3961,
  "total_charge": 0,
  "e_lumo_ev": 0.952,
  "smiles": "COC[C@@H](C)O"
}


{
  "formula": "C3H7N3O2",
  "method": "the ωB97M-V functional and the def2-TZVPD basis",
  "elements": ["H", "N", "C", "N", "O", "C", "C", "N", "O", "H", "H", "H", "H", "H", "H"],
  "coordinates": [[-0.9689, -2.0247, -1.6533], [-1.1814, -1.2189, -0.8965], [-1.1704, -0.1285, -1.4899], [-1.1322, 1.0797, -0.7424], [-0.9937, 0.8295, 0.4963], [0.2766, 0.1655, 0.7008], [0.3876, -0.9671, 1.7062], [1.5037, 0.4689, 0.2684], [1.4614, 1.7987, -0.3004], [-1.0658, -0.0905, -2.5437], [-0.4842, 1.6949, -1.2255], [-0.3201, -0.7558, 2.4774], [1.3608, -1.0525, 1.9975], [-0.1971, -1.8877, 1.2827], [2.5235, 2.0885, -0.0777]],
  "forces_ev_per_a": [[-1.1, 2.2, 2.3], [0.6, -4.3, -1.5], [0.3, 1.4, 0.2], [-2.0, -0.3, -7.1], [3.9, -1.2, 5.5], [3.2, -0.7, 0.9], [-5.2, -0.8, -2.8], [-4.4, 1.3, 0.9], [5.1, 0.7, 0.6], [0.0, 0.9, -1.1], [0.2, 0.5, 0.8], [-0.1, 0.6, 1.2], [2.3, -0.7, 0.9], [1.8, 1.3, 0.4], [-4.7, -1.1, -1.2]],
  "energy_ha": -433.04948,
  "de_lowest_kj_mol": 717.5,
  "homo_lumo_gap_ha": 0.3626,
  "total_charge": 0,
  "e_lumo_ev": 0.661,
  "smiles": "[H]/N=C/NO/C(C)=N\\O"
}